74
Properties=species:S:1:pos:R:3:mulliken_charge:R:1 method="wB97M-V/def2-TZVPD" homo_ev="-6.84 / -6.73" gap_ev="6.85 / 7.02" lumo_energy_ev="0.0 / 0.3" multiplicity=7 fmax_ev_per_a=2.80
Eu -0.207 -0.463 -0.330 0.032
P 2.543 0.217 -0.429 0.960
P -2.229 -0.161 -2.398 1.192
O 0.359 -1.737 -4.184 -0.828
O -0.660 0.208 -5.635 -0.731
N 1.255 1.036 4.899 0.217
N 0.035 1.808 -1.634 0.457
C -3.809 0.454 -1.712 -1.534
C -0.778 0.378 2.097 0.860
C 1.199 -3.622 -1.362 -0.444
C 4.207 0.409 -1.136 -1.399
C -0.766 2.266 -2.627 0.377
C -3.079 -0.048 2.732 -1.072
C -0.603 1.120 3.256 0.289
C -2.917 0.735 3.865 -0.601
C -0.934 -3.559 -0.199 -0.630
C -0.699 3.608 -3.021 -0.867
C 0.751 1.629 3.687 -0.855
C -1.703 1.375 4.100 -0.526
C 0.213 -5.687 -0.544 -0.455
C 0.113 -2.936 -0.865 0.891
C 1.246 -5.031 -1.229 -0.543
C -1.993 -0.231 1.834 -0.065
C -1.718 1.343 -3.359 -0.904
C 1.255 -0.389 5.069 -0.794
C 0.172 4.470 -2.368 -0.546
C -0.859 -4.964 -0.013 -0.639
C 2.956 -0.355 1.268 -1.059
C 0.999 2.591 -1.113 0.748
C -2.900 -1.338 -3.629 -1.282
C 1.455 1.828 6.073 -0.967
C 2.046 2.014 -0.149 -1.100
C 1.040 3.958 -1.407 -0.936
H 1.815 2.828 5.793 0.298
H 4.865 0.942 -0.433 0.424
H 0.245 -0.793 5.260 0.257
H 2.198 1.337 6.715 0.343
H -2.124 -1.666 -4.334 0.299
H 0.724 -0.998 -2.067 0.602
H 0.020 0.810 -5.979 0.306
H 0.251 -6.768 -0.423 0.354
H 0.337 -2.708 -4.151 0.266
H 1.704 2.158 0.895 0.089
H 0.176 5.529 -2.608 0.415
H 2.018 -3.093 -1.865 0.302
H -2.648 1.889 -3.600 0.495
H -1.582 2.051 4.952 0.347
H 2.069 -5.606 -1.660 0.365
H -3.732 0.866 4.572 0.374
H -1.795 -2.994 0.181 0.207
H -4.469 0.753 -2.541 0.462
H -4.274 -0.353 -1.132 0.393
H 2.073 -0.397 1.923 -0.027
H -3.739 -0.875 -4.168 0.410
H 1.654 -0.885 4.169 0.183
H -1.358 3.951 -3.815 0.472
H 1.892 -0.638 5.927 0.319
H 1.755 4.591 -0.891 0.465
H 3.355 -1.376 1.180 0.474
H -2.195 -0.872 0.958 0.060
H -1.649 -5.486 0.535 0.354
H 4.149 0.962 -2.084 0.387
H 2.988 2.578 -0.269 0.558
H 0.589 -1.423 -3.217 -0.496
H -4.032 -0.528 2.520 0.372
H 3.719 0.289 1.725 0.406
H -1.251 0.985 -4.341 0.218
H -0.173 -0.549 -5.183 0.427
H -3.619 1.315 -1.060 0.357
H 1.453 1.385 2.871 -0.405
H 4.608 -0.596 -1.331 0.401
H 0.722 2.722 3.847 0.511
H -3.258 -2.218 -3.074 0.420
H 0.528 1.953 6.665 0.290


18
Properties=species:S:1:pos:R:3:nbo_charge:R:1 method="wB97M-V/def2-TZVPD" homo_ev=-9.91 gap_ev=10.60 lumo_energy_ev=0.7 relative_energy_kj_mol=142.0 fmax_ev_per_a=2.12
O -0.959 1.104 1.181 -0.651
O -0.839 0.976 -2.931 -0.958
O -0.018 2.825 -0.719 -1.028
N 0.089 -0.897 0.960 -0.420
C -0.881 -0.008 0.676 0.539
C 1.343 -0.388 1.531 -0.425
C 0.070 -2.259 0.467 -0.402
H -0.831 1.326 -2.034 0.474
H 0.203 2.715 -1.642 0.492
H 0.122 -3.014 1.249 0.204
H 0.893 -2.428 -0.227 0.198
H -0.838 -2.397 -0.108 0.212
H -1.583 -0.359 -0.106 0.124
H 1.931 0.124 0.779 0.212
H -0.257 2.188 -0.035 0.515
H 1.885 -1.218 1.980 0.205
H 1.134 0.210 2.424 0.233
H -1.465 1.498 -3.445 0.475


42
Properties=species:S:1:pos:R:3:nbo_charge:R:1 method="wB97M-V/def2-TZVPD" homo_ev=-9.10 gap_ev=9.42 lumo_energy_ev=0.3 relative_energy_kj_mol=0.0 fmax_ev_per_a=0.91
S 4.999 -0.010 0.061 2.315
O -2.605 -0.267 2.122 -0.660
O -1.207 -2.380 -1.737 -0.605
O 5.565 0.028 1.373 -0.933
O -1.029 3.192 -0.804 -0.520
O 5.696 -0.652 -1.008 -0.930
N 4.773 1.578 -0.405 -1.065
N -1.838 0.703 0.254 -0.444
N -0.563 -2.066 0.431 -0.636
C 3.339 -0.669 0.162 -0.360
C -0.995 1.601 1.027 -0.264
C 0.753 -1.626 0.301 0.243
C -1.470 -2.332 -0.557 0.688
C -1.861 2.333 -1.545 -0.075
C 1.383 -1.131 1.447 -0.258
C -1.255 3.041 0.580 -0.075
C -2.633 -0.176 0.905 0.690
C -3.531 -1.095 0.093 -0.482
C -2.880 -2.488 -0.018 -0.483
C 1.439 -1.648 -0.913 -0.264
C 2.734 -1.166 -0.975 -0.175
C 2.677 -0.652 1.374 -0.183
C -1.621 0.865 -1.167 -0.249
H -1.236 1.472 2.082 0.253
H -2.918 2.588 -1.369 0.164
H 0.057 1.344 0.854 0.198
H -0.578 0.607 -1.389 0.206
H -2.263 0.217 -1.757 0.226
H -0.925 -2.016 1.376 0.416
H -1.618 2.500 -2.595 0.201
H 4.319 2.154 0.282 0.397
H -4.468 -1.193 0.644 0.247
H -3.751 -0.702 -0.897 0.217
H 3.294 -1.186 -1.897 0.241
H 3.191 -0.275 2.244 0.246
H -3.458 -3.104 -0.707 0.243
H -2.292 3.318 0.823 0.167
H 0.954 -2.040 -1.792 0.262
H -0.571 3.728 1.080 0.199
H 0.850 -1.121 2.386 0.221
H 4.407 1.693 -1.334 0.397
H -2.867 -2.962 0.964 0.224


17
Properties=species:S:1:pos:R:3:nbo_charge:R:1 method="wB97M-V/def2-TZVPD" charge=+1 homo_ev="-14.50 / -14.50" gap_ev="9.89 / 3.70" lumo_energy_ev="-4.6 / -10.8" relative_energy_kj_mol=73.2 multiplicity=2 fmax_ev_per_a=1.78
O -2.939 -1.409 0.500 -0.151
C 1.315 1.206 -1.709 -0.611
C -1.811 -0.713 0.987 -0.295
C 1.554 0.659 0.801 -0.592
C 1.961 0.318 -0.637 -0.410
H -2.705 -2.008 -0.252 0.533
H 1.019 2.179 -1.294 0.206
H -1.105 -0.558 0.181 0.272
H 1.703 -0.723 -0.862 0.186
H -2.210 0.152 1.507 0.286
H -1.466 -1.454 1.755 0.348
H 2.001 1.367 -2.533 0.233
H 0.407 0.770 -2.124 0.187
H 1.283 1.702 0.902 0.214
H 2.329 0.389 1.505 0.232
H 0.690 0.082 1.114 0.141
H 3.041 0.330 -0.724 0.222


42
Properties=species:S:1:pos:R:3:mulliken_charge:R:1 method="wB97M-V/def2-TZVPD" charge=-2 homo_ev=-1.95 gap_ev=5.00 lumo_energy_ev=3.1 relative_energy_kj_mol=46.5 fmax_ev_per_a=5.67
V 2.103 1.054 1.340 1.526
V 0.627 2.298 -2.027 1.433
F 2.533 -0.333 -2.024 -0.265
O -2.807 1.637 3.097 -0.727
O -4.292 3.005 1.039 -0.736
O -3.437 -2.349 1.823 -0.727
O 1.027 2.877 0.934 -0.846
O 0.811 -0.590 1.554 -0.937
O -0.397 4.814 -0.498 -0.790
O -3.877 -1.412 -0.900 -0.719
O 3.122 0.675 0.231 -0.735
O 0.347 1.780 -3.464 -0.694
O 0.138 0.690 -0.789 0.724
O 2.153 2.497 -1.778 -0.576
O 2.732 1.286 2.733 -0.692
C 3.496 -2.302 -1.313 -0.384
C -0.868 2.321 2.228 -0.571
C -0.980 4.089 0.348 0.412
C -0.339 -0.873 1.083 1.011
C -1.835 -0.539 -0.989 -0.391
C 1.011 -3.624 -1.548 -0.369
C 1.196 -2.321 -2.020 -0.109
C 2.109 -4.283 -1.014 -0.552
C -2.567 -1.825 1.084 0.361
C -2.774 -1.293 -0.297 0.294
C -2.440 4.122 0.436 -0.818
C -2.252 2.289 2.181 0.401
C -1.315 -1.680 1.681 -0.611
C 3.320 -3.628 -0.863 -0.436
C -0.179 3.082 1.237 0.804
C -3.039 3.095 1.158 0.326
C -0.633 -0.203 -0.324 -0.467
C 2.405 -1.652 -1.836 0.211
H 4.426 -1.770 -1.173 0.399
H 0.307 -1.799 -2.350 0.453
H -0.221 1.863 2.963 0.518
H -0.972 -2.242 2.536 0.378
H -2.963 4.874 -0.130 0.436
H 4.174 -4.119 -0.416 0.342
H 0.089 -4.165 -1.381 0.369
H -1.999 -0.057 -1.940 0.437
H 2.060 -5.287 -0.613 0.315


79
Properties=species:S:1:pos:R:3:mulliken_charge:R:1 method="wB97M-V/def2-TZVPD" charge=+2 homo_ev="-12.82 / -12.82" gap_ev="5.14 / 5.14" lumo_energy_ev="-7.7 / -7.7" relative_energy_kj_mol=302.9 fmax_ev_per_a=2.88
Ir 0.149 0.286 0.269 1.427
Br 0.748 5.420 -5.252 -0.130
As -0.158 2.316 1.733 0.568
O -2.535 -1.966 2.627 -0.547
O -3.735 -1.290 0.217 -0.546
O -0.552 2.223 -1.266 1.210
O 1.930 1.499 -0.824 -0.692
N 4.564 1.246 -2.001 0.041
N -0.897 -0.382 -1.644 -0.077
N 5.142 3.297 -2.670 -0.690
N -1.537 -0.895 0.838 0.071
N 0.757 -0.845 2.093 -0.071
C 1.155 4.175 -3.889 -0.781
C 2.154 -1.148 3.997 -0.637
C 2.462 3.807 -3.652 -0.705
C 1.958 -0.790 2.676 -0.275
C -2.533 -0.902 -3.807 -0.447
C -1.955 2.430 2.444 -1.345
C -0.442 -0.213 -2.889 -0.239
C 5.952 1.281 -1.987 0.560
C -1.558 5.611 1.704 -0.191
C -0.174 -1.660 4.130 -0.549
C 6.287 2.588 -2.396 0.656
C -1.928 2.473 -1.558 -1.593
C -2.997 -1.092 -2.513 -0.661
C -0.283 -1.286 2.803 0.640
C 0.064 7.108 3.381 -0.707
C -1.229 -0.462 -3.999 -0.862
C 0.362 4.124 1.087 -0.315
C 8.234 0.736 -1.782 -0.484
C -2.075 6.719 2.350 -0.818
C 2.749 2.873 -2.653 1.266
C 4.147 2.490 -2.454 -0.309
C 1.712 2.371 -1.879 1.093
C 0.112 3.649 -3.131 -0.324
C 0.873 2.237 3.380 -1.242
C 1.066 -1.574 4.746 -0.467
C -1.257 7.481 3.177 -0.464
C -1.603 -1.421 2.107 0.037
C 7.626 2.972 -2.500 -0.833
C 8.583 2.026 -2.202 -0.509
C -2.598 -1.025 -0.044 -0.173
C 0.575 5.984 2.753 -0.366
C 0.394 2.759 -2.112 -1.126
C -0.227 5.234 1.894 0.162
C 6.914 0.339 -1.657 -1.003
C -2.142 -0.815 -1.462 0.669
H -1.061 -2.008 4.642 0.538
H 9.015 0.026 -1.547 0.403
H 0.703 7.708 4.013 0.421
H -2.185 2.150 -2.568 0.387
H 1.189 -1.848 5.786 0.488
H -2.490 1.887 -0.834 0.282
H -2.699 2.544 1.657 0.388
H -3.179 -1.109 -4.649 0.482
H 6.661 -0.660 -1.327 0.394
H 7.880 3.974 -2.814 0.464
H 0.056 4.214 0.047 0.008
H -0.899 3.961 -3.343 0.671
H -2.022 3.268 3.136 0.502
H 1.452 4.131 1.131 0.661
H 2.789 -0.468 2.062 0.491
H 1.612 5.705 2.897 0.426
H 0.684 3.128 3.979 0.542
H 9.633 2.271 -2.291 0.409
H 4.035 0.391 -2.056 0.231
H -2.171 1.500 2.970 0.474
H 0.585 1.354 3.950 0.351
H -3.990 -1.457 -2.295 0.547
H 3.272 4.218 -4.236 0.645
H -1.647 8.366 3.658 0.415
H -3.107 7.006 2.197 0.438
H -2.173 3.531 -1.441 0.428
H 0.579 0.129 -3.001 0.457
H 3.145 -1.092 4.424 0.454
H -0.829 -0.318 -4.992 0.485
H 1.938 2.174 3.158 0.409
H -2.179 5.037 1.024 0.297
H 2.881 1.440 -0.625 0.185


10
Properties=species:S:1:pos:R:3:nbo_charge:R:1 method="wB97M-V/def2-TZVPD" homo_ev=-8.50 gap_ev=9.04 lumo_energy_ev=0.5 relative_energy_kj_mol=225.1 fmax_ev_per_a=3.81
S -0.263 -0.570 0.541 1.418
P 1.673 1.172 1.036 1.414
O 2.377 1.219 2.294 -1.073
N 1.300 -0.886 0.574 -1.187
N -0.109 0.863 1.377 -1.157
N -0.394 -0.218 -1.100 -0.991
H -0.406 0.933 2.301 0.415
H -1.243 0.234 -1.259 0.373
H 0.333 0.256 -1.482 0.385
H 1.741 -1.674 0.236 0.401


99
Properties=species:S:1:pos:R:3:mulliken_charge:R:1 method="wB97M-V/def2-TZVPD" charge=+2 homo_ev="-12.16 / -12.16" gap_ev="6.69 / 6.69" lumo_energy_ev="-5.5 / -5.5" relative_energy_kj_mol=0.0 fmax_ev_per_a=0.35
W 0.142 -0.802 -0.079 1.759
I -7.194 -1.905 -0.523 0.139
I -2.300 -5.355 -0.768 0.056
S 2.480 -0.329 -1.016 -0.084
P 1.171 1.009 1.486 0.329
P 0.365 1.705 -1.067 -0.747
O -1.008 -2.458 -0.293 0.088
O -0.205 -0.944 -2.269 0.585
N -2.004 -0.116 0.090 1.086
N 2.164 -2.968 -0.995 -2.432
N -0.171 -3.111 -2.971 -0.164
N 1.411 -2.535 0.082 1.687
N -1.905 -1.708 -3.532 0.057
N 3.582 -2.147 -2.588 -0.380
N 1.005 2.290 0.380 1.304
N -0.139 -1.639 1.946 0.326
C 3.092 2.963 -4.528 -0.672
C -0.972 -1.159 2.877 -0.136
C 1.486 2.155 -2.412 1.240
C -3.206 4.320 -2.295 -0.685
C -1.358 3.911 -0.810 0.010
C -4.775 0.378 0.052 -1.177
C -0.284 2.808 5.500 -0.727
C -0.745 -1.913 -2.897 -0.321
C 1.454 1.829 4.152 -1.093
C -2.624 -2.719 -4.289 -1.052
C -3.880 1.367 0.331 -2.209
C 1.286 -3.343 1.074 1.264
C -2.431 4.696 -1.205 -0.892
C 1.926 -4.686 1.167 -2.000
C -5.120 -2.072 -0.427 -0.296
C 2.929 0.791 1.826 0.746
C 1.026 2.387 5.349 -0.878
C 3.315 -0.353 2.525 -0.284
C -1.818 2.384 -2.617 -0.456
C -4.306 -0.934 -0.184 1.450
C -1.172 2.675 4.440 -1.195
C -3.148 -3.474 -0.537 0.104
C 5.610 0.338 2.376 -0.728
C 1.399 1.503 -3.641 -0.333
C 5.229 1.471 1.676 -0.805
C -1.221 -1.811 4.070 -1.267
C 2.370 3.215 -2.250 -1.022
C -2.897 3.165 -3.002 -0.912
C 3.887 1.698 1.397 -0.761
C 0.571 1.673 3.081 1.063
C 0.434 -2.847 2.153 0.457
C 3.175 3.615 -3.308 -0.814
C 2.738 -1.947 -1.570 0.380
C -2.911 -1.122 -0.152 -0.681
C 2.203 1.908 -4.693 -0.875
C 4.652 -0.576 2.802 -0.830
C -2.329 -2.390 -0.336 -0.529
C -1.051 2.750 -1.512 0.961
C -0.610 -3.031 4.298 -0.986
C -2.506 1.076 0.348 -0.592
C -0.748 2.113 3.248 -0.178
C -4.548 -3.304 -0.591 -0.002
C 0.214 -3.560 3.319 -0.755
H -2.313 -0.800 -3.395 0.227
H -5.838 0.578 0.027 0.287
H -2.006 -3.118 -5.094 0.314
H 1.363 3.222 0.543 0.586
H -0.613 3.246 6.433 0.432
H -4.201 2.382 0.524 0.643
H -1.460 -0.230 2.640 0.387
H -2.958 -3.535 -3.643 0.323
H -1.560 1.498 -3.187 0.358
H 3.718 3.275 -5.354 0.419
H -1.897 -1.372 4.789 0.584
H 0.681 -4.525 3.457 0.617
H 2.135 1.400 -5.646 0.506
H 6.656 0.162 2.589 0.411
H 3.603 2.573 0.825 0.219
H 2.484 1.520 4.064 0.450
H 1.730 2.497 6.163 0.479
H 2.451 3.744 -1.308 0.240
H 0.726 0.666 -3.766 0.282
H -5.172 -4.171 -0.760 0.451
H -3.499 -2.257 -4.737 0.359
H -1.801 1.858 0.565 0.971
H -3.491 2.879 -3.860 0.496
H 3.914 -3.076 -2.789 0.251
H 2.575 -4.733 2.043 0.419
H -0.776 4.205 0.056 0.338
H -2.197 3.006 4.542 0.503
H 4.951 -1.460 3.350 0.480
H 0.627 -3.283 -2.366 0.058
H 5.975 2.178 1.341 0.467
H 2.567 -1.066 2.864 0.445
H 3.863 4.438 -3.173 0.467
H 3.998 -1.363 -3.058 0.201
H -4.042 4.934 -2.601 0.450
H -1.468 2.022 2.450 0.669
H 1.159 -5.456 1.275 0.377
H 2.513 -4.891 0.280 0.448
H -0.679 -3.907 -3.317 0.273
H -2.658 5.606 -0.665 0.481
H -0.788 -3.577 5.215 0.490